Record 1
The following is a DFT calculation (ωB97M-V/def2-TZVPD) of C32H37AsBrINO6W as an isolated structure at a distorted geometry.

Computed properties:
electronic energy = -188337.993 eV
energy relative to the best compared isomer or geometry (same formula, charge and spin) = 89.0 kcal per mole
highest occupied orbital energy (alpha / beta) = -16.214 / -16.461 eV
strongest force on any atom = 3.684 eV/A
frontier orbital gap (alpha / beta) = 0.2291 / 0.2321 Ha

```
! RIJCOSX wB97M-V def2-TZVPD def2/J DEFGRID3
* xyz 3 3
W -0.355 0.375 0.882
C -3.463 -0.388 2.134
O -2.123 -0.896 1.866
C -2.051 -2.321 1.759
C -1.728 -2.570 0.328
O -0.520 -1.823 0.034
C 0.694 -2.629 0.043
C 1.530 -2.278 1.227
O 1.679 -0.860 1.174
C 2.899 -0.382 1.773
H -4.036 -0.327 1.211
H -3.360 0.595 2.577
H -3.946 -1.053 2.845
H -2.992 -2.789 2.046
H -1.274 -2.671 2.442
H -2.505 -2.152 -0.311
H -1.597 -3.622 0.084
H 1.220 -2.396 -0.879
H 0.436 -3.686 0.044
H 2.504 -2.763 1.136
H 1.092 -2.570 2.185
H 3.737 -0.930 1.346
H 2.877 -0.516 2.854
H 2.990 0.672 1.526
N 0.924 2.473 1.266
C -0.366 3.248 1.368
C -1.182 2.478 0.373
O -1.125 2.668 -0.811
O -1.935 1.450 0.903
H 1.504 2.762 2.050
H 1.363 2.785 0.400
H -0.367 4.297 1.075
H -0.755 3.167 2.380
O 0.708 0.513 -0.680
As -0.007 0.670 -2.344
C 0.989 -0.649 -3.285
C 2.221 -1.084 -2.804
C 3.025 -1.879 -3.609
C 2.603 -2.226 -4.885
C 1.385 -1.767 -5.371
C 0.580 -0.961 -4.581
C 0.604 2.269 -3.130
C 1.910 2.658 -2.840
C 2.405 3.811 -3.427
C 1.600 4.552 -4.287
C 0.310 4.137 -4.583
C -0.206 2.988 -4.000
C -1.827 0.146 -2.496
C -2.051 -1.198 -2.815
C -3.335 -1.624 -3.115
C -4.382 -0.710 -3.146
C -4.147 0.635 -2.887
C -2.873 1.073 -2.563
H 2.562 -0.789 -1.819
H 3.990 -2.212 -3.248
H 3.232 -2.844 -5.512
H 1.069 -2.023 -6.374
H -0.354 -0.577 -4.976
H 2.539 2.065 -2.184
H 3.416 4.132 -3.217
H 1.988 5.458 -4.734
H -0.301 4.710 -5.268
H -1.215 2.669 -4.228
H -1.226 -1.894 -2.872
H -3.514 -2.663 -3.358
H -5.377 -1.042 -3.415
H -4.953 1.352 -2.967
H -2.699 2.125 -2.399
Br 0.441 -2.975 4.965
C 0.751 -1.598 6.209
C 1.091 -1.923 7.522
C 1.339 -0.913 8.441
C 1.248 0.424 8.085
C 0.910 0.787 6.779
C 0.682 -0.258 5.939
I 0.064 0.401 3.598
H 1.161 -2.965 7.805
H 1.605 -1.178 9.455
H 1.437 1.206 8.808
H 0.836 1.823 6.482
*
```

Here are the Mulliken charges for atoms 1 to 2, given in e: 0.843, -0.999

=====

Record 2
The following is a DFT calculation (ωB97M-V/def2-TZVPD) of a 11-piece molecular cluster, C17H46F36N5O5P6 overall at a distorted geometry.

Computed properties:
electronic energy = -189650.054 eV
highest occupied orbital energy = -7.915 eV
strongest force on any atom = 6.549 eV/A
frontier orbital gap = 0.2213 Ha

```
! RIJCOSX wB97M-V def2-TZVPD def2/J DEFGRID3
* xyz -1 1
C 7.696 12.939 9.480
C 6.839 13.160 10.734
O 6.357 12.210 11.397
N 6.340 14.590 11.008
H 6.390 15.114 10.145
H 5.370 14.639 11.283
C 7.203 15.220 12.093
H 7.837 11.858 9.473
H 8.650 13.422 9.690
H 7.250 13.357 8.577
H 6.722 16.189 12.224
H 8.217 15.262 11.695
H 7.107 14.751 13.073
C 1.477 9.800 11.358
C 0.018 9.592 10.995
O -0.683 10.430 10.332
N -0.650 8.248 11.272
H -1.179 8.112 10.422
H -0.085 7.416 11.366
C -1.525 8.418 12.539
H 2.117 9.579 10.504
H 1.767 9.206 12.225
H 1.689 10.826 11.659
H -1.010 8.851 13.396
H -1.752 7.366 12.714
H -2.386 9.020 12.247
C -2.809 14.331 6.565
C -3.985 13.406 6.116
O -3.878 12.601 5.199
N -5.345 13.855 6.636
H -5.641 13.255 7.393
H -5.200 14.823 6.886
C -6.370 14.009 5.497
H -1.991 14.210 5.855
H -2.462 14.028 7.552
H -2.938 15.412 6.496
H -7.257 14.356 6.027
H -6.454 12.966 5.192
H -6.121 14.668 4.666
C 7.586 11.376 18.112
C 7.018 11.106 16.741
O 6.259 11.814 16.149
N 7.703 9.891 16.072
H 8.341 10.211 15.357
H 8.186 9.316 16.747
C 6.583 8.956 15.464
H 7.515 10.521 18.784
H 6.949 12.065 18.668
H 8.602 11.769 18.120
H 7.083 8.162 14.910
H 5.848 9.532 14.901
H 6.078 8.439 16.280
C -5.420 6.367 20.567
N -4.906 7.076 19.291
C -4.779 8.486 19.741
C -3.542 6.448 19.097
C -5.895 6.865 18.118
C -5.485 7.494 16.739
O -5.526 8.846 16.761
H -5.662 5.316 20.414
H -6.332 6.904 20.830
H -4.708 6.436 21.389
H -4.336 9.052 18.921
H -4.106 8.577 20.594
H -5.771 8.833 20.030
H -3.203 6.957 18.194
H -3.851 5.428 18.871
H -2.883 6.561 19.958
H -6.805 7.311 18.519
H -5.939 5.776 18.147
H -6.306 7.171 16.099
H -4.573 7.092 16.298
H -6.432 9.158 16.705
P -6.978 10.355 9.853
F -5.524 11.036 9.669
F -7.695 11.774 9.654
F -6.955 10.149 8.251
F -8.310 9.418 10.024
F -6.154 8.987 10.057
F -6.951 10.550 11.468
P 1.628 9.429 18.024
F 3.030 9.035 18.759
F 1.516 10.499 19.249
F 2.298 10.364 16.901
F 0.121 9.510 17.439
F 1.815 8.094 17.061
F 0.976 8.446 19.153
P -5.295 2.508 13.851
F -4.145 1.901 12.923
F -5.024 1.227 14.824
F -4.110 3.421 14.622
F -6.403 3.047 14.923
F -5.617 3.814 12.966
F -6.360 1.515 13.080
P 1.010 16.050 11.792
F 0.479 14.681 12.496
F 2.440 16.045 12.489
F 1.664 15.380 10.434
F 1.316 17.528 11.156
F -0.468 16.259 11.171
F 0.701 17.066 13.066
P 4.015 4.560 12.096
F 3.317 3.108 12.566
F 2.869 5.527 12.749
F 4.859 4.503 13.463
F 4.764 5.950 11.579
F 5.164 3.816 11.255
F 3.112 4.428 10.731
P -0.696 5.609 6.829
F -1.909 6.617 7.329
F 0.460 6.732 7.140
F -0.648 5.025 8.369
F 0.532 4.523 6.435
F -1.821 4.502 6.421
F -0.695 6.245 5.298
*
```

Here are the Mulliken charges for atoms 1 to 2, given in e: -0.993, 0.502

=====

Record 3
The following is a DFT calculation (ωB97M-V/def2-TZVPD) of a 5-piece molecular cluster, C26H51ClI2N5O13P overall at a distorted geometry.

Computed properties:
electronic energy = -99871.646 eV
energy relative to the best compared isomer or geometry (same formula, charge and spin) = 0.0 kcal per mole
highest occupied orbital energy = -8.847 eV
strongest force on any atom = 2.150 eV/A
frontier orbital gap = 0.3218 Ha

```
! RIJCOSX wB97M-V def2-TZVPD def2/J DEFGRID3
* xyz 0 1
C 2.233 2.466 2.939
O 2.930 1.625 2.014
C 2.417 0.361 1.700
N 3.282 -0.110 0.625
C 2.577 -0.645 2.854
C 1.777 -0.373 4.114
O 2.137 0.413 4.961
Cl 0.263 -1.269 4.443
C 0.958 0.349 1.056
O -0.064 0.375 1.993
O 0.832 -0.772 0.198
C 0.119 -1.914 0.679
C -1.345 -1.862 0.229
C -2.337 -2.295 1.309
C -3.093 -1.109 1.921
C -3.386 -1.250 3.390
O -4.675 -1.873 3.542
C -4.852 -2.338 4.804
O -5.373 -1.694 5.680
C 0.789 -3.162 0.084
I 1.334 -3.199 -1.962
C 1.064 -4.249 0.805
C 0.745 -4.416 2.246
I 2.005 -5.961 0.016
P 0.815 1.804 -0.095
O 2.022 2.220 -0.817
O 0.228 2.991 0.789
O -0.337 1.402 -1.111
H 2.017 3.399 2.449
H 2.904 2.695 3.756
H 1.348 2.030 3.368
H 3.936 -0.795 0.975
H 3.838 0.674 0.310
H 2.441 -1.641 2.458
H 3.611 -0.585 3.158
H -0.310 1.261 2.309
H 0.180 -2.036 1.745
H -1.453 -2.526 -0.617
H -1.595 -0.875 -0.130
H -1.862 -2.871 2.089
H -3.078 -2.944 0.863
H -4.037 -0.974 1.413
H -2.531 -0.205 1.745
H -2.643 -1.893 3.856
H -3.344 -0.293 3.895
H -4.506 -3.363 4.969
H 1.172 -5.310 2.666
H 1.132 -3.592 2.808
H -0.321 -4.401 2.400
H 0.393 3.831 0.353
H -0.297 2.084 -1.789
C -1.800 3.880 4.636
C -1.001 2.652 4.989
O -0.724 1.781 4.164
N -0.579 2.507 6.262
C -0.797 3.402 7.384
H -2.065 3.850 3.591
H -2.718 3.918 5.222
H -1.212 4.779 4.823
H -0.051 1.662 6.420
H 0.161 3.740 7.779
H -1.334 2.880 8.176
H -1.376 4.267 7.080
C 0.167 -0.061 -7.490
C 0.740 -1.228 -6.720
O 1.099 -2.255 -7.278
N 0.843 -1.097 -5.375
C 0.474 0.027 -4.551
H 0.150 -0.318 -8.544
H -0.851 0.153 -7.163
H 0.783 0.828 -7.355
H 1.227 -1.905 -4.918
H 1.348 0.391 -4.007
H -0.273 -0.281 -3.824
H 0.071 0.832 -5.158
C -2.432 5.711 0.720
C -3.689 5.496 1.531
O -3.650 5.158 2.703
N -4.876 5.692 0.905
C -5.113 6.090 -0.471
H -1.577 5.516 1.359
H -2.404 5.026 -0.129
H -2.378 6.739 0.360
H -5.674 5.532 1.499
H -5.673 7.025 -0.498
H -5.696 5.324 -0.985
H -4.178 6.229 -1.000
C 5.386 -6.353 -7.790
C 5.561 -5.122 -8.652
O 6.569 -4.941 -9.317
N 4.549 -4.220 -8.657
C 3.285 -4.269 -7.932
H 6.271 -6.972 -7.891
H 5.267 -6.075 -6.742
H 4.516 -6.927 -8.111
H 4.725 -3.425 -9.248
H 2.455 -4.247 -8.637
H 3.199 -3.404 -7.281
H 3.216 -5.171 -7.334
*
```

Here are the Mulliken charges for atoms 1 to 2, given in e: -0.033, -0.496

=====

Record 4
The following is a DFT calculation (ωB97M-V/def2-TZVPD) of C3H9N2S as an isolated structure at a distorted geometry.

Computed properties:
electronic energy = -17064.905 eV
energy relative to the best compared isomer or geometry (same formula, charge and spin) = 29.1 kcal per mole
highest occupied orbital energy = -14.230 eV
strongest force on any atom = 3.275 eV/A
frontier orbital gap = 0.3880 Ha

```
! RIJCOSX wB97M-V def2-TZVPD def2/J DEFGRID3
* xyz 1 1
C 1.055 -0.012 0.861
C 0.710 1.455 0.889
C -1.224 -0.145 0.370
N -2.364 -0.731 0.183
N -0.158 -0.715 0.959
S -0.931 1.592 -0.099
H 1.483 -0.105 -0.128
H 1.744 -0.369 1.579
H 0.473 1.651 1.857
H 1.450 2.150 0.554
H -1.188 -0.897 -2.593
H -2.600 -1.562 0.632
H -3.116 -0.132 -0.034
H -1.654 -0.237 -2.544
H -0.157 -1.522 1.529
*
```

Here are the Mulliken charges for atoms 1 to 2, given in e: -0.553, -0.658

=====

Record 5
The following is a DFT calculation (ωB97M-V/def2-TZVPD) of an isolated ion of composition C3H9ClOPS and charge +1 at a distorted geometry.

Computed properties:
electronic energy = -37943.963 eV
energy relative to the best compared isomer or geometry (same formula, charge and spin) = 3.4 kcal per mole
highest occupied orbital energy = -14.522 eV
strongest force on any atom = 3.040 eV/A
frontier orbital gap = 0.3076 Ha

```
! RIJCOSX wB97M-V def2-TZVPD def2/J DEFGRID3
* xyz 1 1
C -0.979 1.761 1.085
C -0.723 -0.380 -1.695
C 0.750 -1.794 0.327
O -0.448 0.390 0.968
P 0.313 -0.229 -0.240
S 2.109 0.779 -0.812
Cl 2.654 1.210 1.383
H -1.544 1.783 2.059
H -1.820 1.717 0.348
H -0.119 2.472 1.009
H -1.055 0.544 -2.073
H -1.655 -0.947 -1.477
H -0.087 -0.984 -2.477
H 0.169 -2.615 -0.078
H 0.578 -1.697 1.416
H 1.856 -2.009 0.258
*
```

Here are the Mulliken charges for atoms 1 to 2, given in e: -0.655, -1.134